# 1
# C3H2BrCl

A single C3H2BrCl molecule at a distorted geometry (the ωB97M-V functional and the def2-TZVPD basis, the Open Molecules 2025 dataset).

Results
Gap between HOMO and LUMO (alpha / beta) in eV: 7.9 / 7.5
SMILES string: ClC1=C(Br)C1

Structure (XYZ):
```
7
C3H2BrCl (the ωB97M-V functional and the def2-TZVPD basis)
Cl -0.10 2.23 -1.25
C 0.12 1.05 -0.12
C -0.85 -0.26 0.62
Br -0.90 -0.88 2.34
C 0.34 -0.43 -0.33
H 0.10 -0.88 -1.30
H 1.29 -0.81 0.04
```



# 2
# C4H9INS

An isolated ion of composition C4H9INS and charge +1 at a distorted geometry (the ωB97M-V functional and the def2-TZVPD basis, the Open Molecules 2025 dataset).

Results
Gap between HOMO and LUMO (alpha / beta) in eV: 6.6 / 8.0
Charge: +1

Structure (XYZ):
```
16
C4H9INS (the ωB97M-V functional and the def2-TZVPD basis)
C -0.77 0.44 0.72
C -0.67 -0.77 -0.08
C 1.25 1.13 -0.61
C -1.79 -1.48 -0.87
N 0.73 0.89 0.77
S 2.93 1.48 -0.60
I 3.75 -0.64 0.21
H -1.44 1.20 0.23
H -0.98 0.01 1.70
H 0.21 -1.45 0.09
H 0.55 1.90 -1.03
H -1.36 -1.42 -1.91
H -2.78 -0.88 -0.84
H -1.82 -2.53 -0.48
H 0.98 1.85 1.32
H 1.22 0.27 1.38
```